1.
A molecular structure, C41H43As2AuNOSe. Source: the Open Molecules 2025 dataset; level of theory: wB97M-V/def2-TZVPD.

```
90
Properties=species:S:1:pos:R:3:lowdin_charge:R:1
Au -0.8204 -0.1200 -0.1066 0.71
C 1.9157 0.2452 -2.3014 -0.45
C 2.4912 0.8338 -1.0190 -0.39
As 1.5751 0.3487 0.6598 1.10
C 2.9651 -0.1296 1.9243 -0.40
C 2.8660 -1.2149 2.7745 -0.12
C 3.9027 -1.4907 3.6565 -0.05
C 5.0285 -0.6816 3.6771 -0.06
C 5.1124 0.4212 2.8358 -0.06
C 4.0704 0.7150 1.9702 -0.10
C 1.1443 2.0592 1.4828 -0.38
C 0.8237 3.1827 0.7315 -0.10
C 0.5409 4.3832 1.3695 -0.06
C 0.5731 4.4600 2.7544 -0.06
C 0.8913 3.3359 3.5053 -0.06
C 1.1752 2.1363 2.8726 -0.11
As -0.0102 0.5082 -2.3697 1.23
C -0.1655 2.4193 -2.6240 -0.38
C 0.7804 3.1332 -3.3550 -0.10
C 0.6571 4.5079 -3.4963 -0.06
C -0.4174 5.1726 -2.9192 -0.06
C -1.3673 4.4632 -2.1985 -0.07
C -1.2382 3.0902 -2.0467 -0.13
C -0.6234 -0.2681 -4.0130 -0.37
C 0.0673 -0.0579 -5.2024 -0.10
C -0.4097 -0.6136 -6.3786 -0.07
C -1.5755 -1.3691 -6.3677 -0.06
C -2.2680 -1.5687 -5.1831 -0.07
C -1.7935 -1.0183 -4.0001 -0.11
H 2.0787 -0.8289 -2.3453 0.00
H 2.4027 0.6770 -3.1755 0.07
H 2.4878 1.9240 -1.0543 0.07
H 3.5174 0.4977 -0.8653 0.08
H 1.9886 -1.8421 2.7618 0.07
H 3.8263 -2.3399 4.3229 0.12
H 5.8405 -0.9024 4.3569 0.11
H 5.9859 1.0592 2.8593 0.11
H 4.1277 1.5966 1.3412 0.11
H 0.7868 3.1451 -0.3487 0.07
H 0.3012 5.2574 0.7781 0.11
H 0.3547 5.3970 3.2493 0.11
H 0.9164 3.3913 4.5855 0.11
H 1.4169 1.2635 3.4668 0.11
H 1.6232 2.6310 -3.8137 0.10
H 1.3977 5.0595 -4.0600 0.11
H -0.5133 6.2442 -3.0343 0.11
H -2.2055 4.9781 -1.7475 0.11
H -1.9673 2.5436 -1.4569 0.05
H 0.9736 0.5353 -5.2220 0.10
H 0.1269 -0.4563 -7.3047 0.11
H -1.9454 -1.7998 -7.2886 0.11
H -3.1793 -2.1522 -5.1787 0.11
H -2.3365 -1.1587 -3.0734 0.08
C -2.1693 -3.3743 -0.6896 -0.07
C -3.3709 -2.4963 -0.4718 -0.26
O -3.0526 -1.1139 -0.7063 -0.29
C -4.1802 -0.2895 -0.3853 -0.26
C -3.9009 1.1383 -0.7864 -0.08
H -2.4569 -4.4198 -0.5736 0.09
H -1.3822 -3.1575 0.0314 0.01
H -1.7547 -3.2459 -1.6898 0.07
H -3.7491 -2.5971 0.5512 0.12
H -4.1839 -2.7671 -1.1539 0.13
H -4.3861 -0.3721 0.6874 0.13
H -5.0482 -0.6752 -0.9297 0.13
H -3.0986 1.5650 -0.1818 0.04
H -4.7941 1.7440 -0.6324 0.09
H -3.6339 1.1935 -1.8439 0.08
Se 1.5197 -2.1972 -0.2072 0.80
C 1.8265 -3.6272 1.0239 -0.62
C 0.9734 -3.9451 2.0745 -0.13
C 1.2681 -5.0479 2.8616 -0.13
N 2.3206 -5.8379 2.6643 0.07
C 3.1240 -5.5320 1.6505 -0.13
C 2.9305 -4.4423 0.8112 -0.11
H 0.1018 -3.3431 2.2923 0.07
H 0.6215 -5.3088 3.6924 0.11
H 3.9764 -6.1849 1.4998 0.11
H 3.6313 -4.2358 0.0139 0.10
C -2.8236 -0.3266 4.3019 -0.08
C -2.5063 0.9018 3.7397 -0.08
C -1.8402 0.9616 2.5209 -0.15
C -1.4964 -0.2058 1.8442 -0.31
C -1.8303 -1.4327 2.4106 -0.15
C -2.4877 -1.4953 3.6339 -0.08
H -3.3331 -0.3732 5.2554 0.11
H -2.7753 1.8186 4.2495 0.11
H -1.5998 1.9323 2.1028 0.09
H -1.5978 -2.3560 1.8906 0.06
H -2.7387 -2.4580 4.0616 0.11
```

Computed properties:
Energy above the lowest of the compared OMol25 structures with the same formula, charge and spin   24.9 kcal per mole
E_HOMO (spin up / spin down)   -10.464 / -10.466 eV
Multiplicity   1
Charge   +1

=====

2.
3 unconnected molecules or ions with the total composition C41H43FIN2O4. Source: the Open Molecules 2025 dataset; level of theory: wB97M-V/def2-TZVPD.

```
92
Properties=species:S:1:pos:R:3:lowdin_charge:R:1
C -5.2981 5.0800 -3.8212 -0.09
C -3.8896 4.5301 -4.1197 -0.21
C -2.7343 5.4156 -3.6169 -0.19
N -1.7607 4.6789 -2.7823 0.03
C -1.5667 5.0619 -1.4406 -0.28
C -1.7753 3.9701 -0.3776 -0.20
C -3.2724 3.8913 0.0002 -0.09
C -3.6007 4.0323 1.4802 -0.38
C -3.5385 5.4623 1.9948 -0.01
F -4.9017 3.5510 1.6623 -0.02
C -0.7062 4.2780 0.7143 -0.09
C -0.0986 5.6209 0.3214 -0.09
N -0.1070 5.4882 -1.1664 -0.03
C 0.5966 6.5315 -1.9871 -0.22
C 0.2885 7.9848 -1.6347 -0.77
C -1.1308 8.4721 -1.9455 -0.14
I 1.7267 9.1214 -2.7383 0.94
H -5.2585 6.0052 -3.2442 0.07
H -5.8930 4.3683 -3.2511 0.07
H -5.8444 5.2958 -4.7366 0.07
H -3.7807 4.4043 -5.1960 0.11
H -3.7905 3.5356 -3.6781 0.10
H -2.2042 5.8422 -4.4701 0.11
H -3.1349 6.2541 -3.0453 0.09
H -1.9596 3.6886 -2.8336 0.12
H -2.1824 5.9031 -1.1162 0.14
H -1.4864 3.0018 -0.7942 0.14
H -3.8409 4.6477 -0.5505 0.13
H -3.6617 2.9198 -0.3029 0.13
H -2.9468 3.3782 2.0649 0.14
H -2.7938 6.0529 1.4572 0.06
H -4.5096 5.9316 1.8403 0.10
H -3.3052 5.5062 3.0572 0.09
H -1.0371 4.2570 1.7473 0.12
H 0.1054 3.5523 0.6125 0.11
H -0.7408 6.4636 0.5756 0.13
H 0.9097 5.7850 0.6934 0.15
H 0.4133 4.6270 -1.3610 0.18
H 0.4114 6.3029 -3.0360 0.12
H 1.6555 6.3555 -1.8011 0.11
H 0.5229 8.1496 -0.5855 0.07
H -1.8077 7.6475 -2.1439 0.04
H -1.1624 9.1260 -2.8128 0.05
H -1.5335 9.0385 -1.1066 0.09
C 5.8678 0.7677 -0.5576 -0.05
C 6.2807 -0.5153 -0.2187 -0.04
C 5.3466 -1.4820 0.1153 0.01
C 3.9942 -1.1686 0.1183 -0.07
C 3.5782 0.1261 -0.2094 -0.09
C 4.5208 1.0880 -0.5523 -0.01
C 2.1387 0.4982 -0.1828 -0.27
O 1.7638 1.6249 -0.4641 0.06
C 1.1634 -0.5573 0.2127 -0.09
C -0.1791 -0.2232 0.2763 -0.01
C -1.1241 -1.1676 0.6366 -0.05
C -0.7205 -2.4685 0.9239 -0.04
C 0.6211 -2.8114 0.8593 0.02
C 1.5686 -1.8560 0.5116 -0.07
C 3.0108 -2.2335 0.4705 -0.26
O 3.3585 -3.3660 0.7185 0.11
H 6.6000 1.5181 -0.8242 0.11
H 7.3340 -0.7614 -0.2167 0.11
H 5.6519 -2.4860 0.3757 0.12
H 4.1854 2.0825 -0.8115 0.11
H -0.4719 0.7915 0.0415 0.10
H -2.1713 -0.9006 0.6917 0.11
H -1.4520 -3.2165 1.1989 0.12
H 0.9476 -3.8195 1.0769 0.11
C 3.4077 -6.1705 2.0819 -0.06
C 4.3297 -7.1614 1.7612 -0.05
C 3.9203 -8.4774 1.6258 0.00
C 2.5846 -8.8124 1.8143 -0.08
C 1.6603 -7.8211 2.1466 -0.08
C 2.0789 -6.5037 2.2764 -0.01
C 0.2237 -8.1462 2.3789 -0.28
O -0.5804 -7.2774 2.6471 0.10
C -0.1868 -9.5749 2.2698 -0.08
C -1.5084 -9.9177 2.5286 0.00
C -1.9134 -11.2372 2.4227 -0.06
C -1.0021 -12.2197 2.0515 -0.05
C 0.3163 -11.8846 1.7945 0.00
C 0.7307 -10.5635 1.9081 -0.08
C 2.1629 -10.2332 1.6466 -0.28
O 2.9536 -11.0880 1.3127 0.11
H 3.7226 -5.1422 2.1823 0.09
H 5.3703 -6.9041 1.6130 0.11
H 4.6232 -9.2592 1.3725 0.12
H 1.3471 -5.7500 2.5348 0.11
H -2.2045 -9.1408 2.8131 0.12
H -2.9416 -11.5034 2.6289 0.11
H -1.3224 -13.2496 1.9651 0.11
H 1.0388 -12.6361 1.5074 0.12
```

Computed properties:
E_HOMO   -10.756 eV
Multiplicity   1
Charge   +1

=====

Number 1: energy -237460.6134 eV. Number 2: energy -65198.1453 eV.